Entry from the Open Molecules 2025 dataset: a 2-piece molecular cluster, C4H14N2O overall at a distorted geometry (the ωB97M-V functional and the def2-TZVPD basis).

Last column: Löwdin charge in e.
Positions of all 21 atoms, in Å:
1 C 0.695481 -1.537475 0.745877  -0.122
2 N 0.106780 -0.182411 0.797964  -0.075
3 C -0.391785 0.292136 -0.497073  -0.426
4 C -1.621214 1.174042 -0.389056  -0.073
5 C -0.334373 -0.614794 -1.720271  -0.277
6 N -0.467956 0.185260 -2.931905  -0.010
7 H 1.634358 -1.558627 0.177631  0.067
8 H 0.034057 -2.171368 0.166835  0.067
9 H 0.997105 -1.770588 1.763899  0.072
10 H 0.649860 0.434485 1.354303  0.074
11 H 0.390646 1.013469 -0.822693  0.129
12 H -2.050898 1.657329 -1.261934  0.066
13 H -2.482347 0.678498 0.080994  0.074
14 H -1.322262 1.963828 0.310554  0.072
15 H -1.077298 -1.420715 -1.621897  0.117
16 H 0.621267 -1.136966 -1.804531  0.098
17 H 0.183572 0.955603 -2.983288  0.066
18 H -0.288952 -0.343084 -3.775973  0.064
19 O 1.810780 0.719143 3.781330  -0.062
20 H 1.239405 0.149813 4.319659  0.043
21 H 1.673771 1.512421 4.309575  0.035

Forces on atoms 1 to 2 (eV/Å):
0.72 1.82 -0.23
-1.53 -2.58 -0.83

Summary:
SMILES string	CN[C@H](C)CN.O
HOMO-LUMO gap	8.8	eV
highest occupied orbital energy	-0.29697	Ha